# 1
DFT (ωB97M-V/def2-TZVPD) results for the molecule C7H14N2O4 in a non-equilibrium geometry.

Output
Energy in eV: -18656.3913
HOMO-LUMO gap in eV: 10.4
Relative energy (zero: lowest compared OMol25 entry of this formula, charge and spin) in eV: 0.520

Element x y z (Å)
C1 -2.76 1.31 -0.97
C2 -2.30 0.45 0.26
N1 -0.84 0.20 0.09
C3 0.10 1.15 0.08
O1 -0.20 2.35 0.11
C4 1.53 0.61 0.24
N2 1.90 0.38 1.63
C5 1.76 -0.75 -0.45
C6 3.29 -0.94 -0.67
O2 1.25 -1.84 0.29
C7 -3.06 -0.91 0.35
O3 -4.11 -1.01 0.95
O4 -2.54 -1.96 -0.28
H1 -2.32 0.87 -1.87
H2 -2.47 2.35 -0.90
H3 -3.86 1.27 -1.04
H4 -2.51 1.03 1.17
H5 -0.49 -0.74 0.25
H6 2.15 1.40 -0.23
H7 1.04 0.42 2.16
H8 2.39 1.21 2.04
H9 1.37 -0.77 -1.44
H10 3.85 -0.86 0.29
H11 3.62 -0.19 -1.43
H12 3.46 -1.95 -1.18
H13 1.42 -1.49 1.18
H14 -1.67 -1.59 -0.61

# 2
DFT (ωB97M-V/def2-TZVPD) results for the molecule C7H14N2O4 in a non-equilibrium geometry.

Output
Energy in eV: -18655.8585
HOMO-LUMO gap in eV: 10.4
Relative energy (zero: lowest compared OMol25 entry of this formula, charge and spin) in eV: 1.053

Element x y z (Å)
C1 -2.35 -1.67 0.54
C2 -1.90 -0.57 -0.32
N1 -0.62 -0.02 0.14
C3 0.40 -0.09 -0.77
O1 0.53 -1.05 -1.53
C4 1.45 0.97 -0.58
N2 0.97 2.06 0.38
C5 2.77 0.38 0.00
C6 2.38 -0.53 1.14
O2 3.57 -0.32 -0.98
C7 -2.85 0.59 -0.48
O3 -2.47 1.71 -0.45
O4 -4.11 0.45 -0.35
H1 -1.79 -2.56 0.29
H2 -2.40 -1.30 1.62
H3 -3.42 -1.94 0.34
H4 -1.76 -0.84 -1.39
H5 -0.70 0.85 0.70
H6 1.59 1.42 -1.54
H7 1.54 2.85 0.29
H8 0.04 2.25 -0.10
H9 3.31 1.27 0.30
H10 3.30 -0.93 1.58
H11 1.87 -1.38 0.67
H12 1.78 0.05 1.85
H13 3.09 -1.12 -1.19
H14 -4.21 -0.53 -0.15

# 3
DFT (ωB97M-V/def2-TZVPD) results for the molecule C7H14N2O5 in a non-equilibrium geometry.

Output
Energy in eV: -20702.0037
HOMO-LUMO gap in eV: 9.8
Relative energy (zero: lowest compared OMol25 entry of this formula, charge and spin) in eV: 2.734

Element x y z (Å)
C1 -3.47 1.07 0.97
C2 -2.38 1.17 -0.12
O1 -1.70 2.42 -0.26
C3 -1.29 -0.05 0.18
N1 -0.11 0.23 -0.53
C4 1.10 -0.28 0.03
O2 1.07 -1.04 1.05
C5 2.44 0.19 -0.69
N2 2.68 1.55 -0.95
C6 3.59 -0.61 0.07
O3 3.71 0.02 1.32
C7 -1.84 -1.41 -0.27
O4 -2.75 -1.91 0.41
O5 -1.44 -2.02 -1.34
H1 -3.65 -0.02 1.05
H2 -4.34 1.66 0.56
H3 -3.10 1.57 1.96
H4 -2.82 0.89 -1.18
H5 -1.92 2.90 0.71
H6 -1.02 -0.10 1.24
H7 -0.02 1.22 -0.93
H8 2.39 -0.24 -1.72
H9 3.50 1.72 -1.57
H10 2.64 2.06 -0.06
H11 3.35 -1.70 0.18
H12 4.58 -0.37 -0.58
H13 3.31 -0.74 2.05
H14 -0.75 -1.54 -1.78

# 4
DFT (ωB97M-V/def2-TZVPD) results for the molecule C7H14N2Si in a non-equilibrium geometry.

Output
Energy in eV: -18338.7358
HOMO-LUMO gap (alpha / beta) in eV: 7.9 / 7.9
Relative energy (zero: lowest compared OMol25 entry of this formula, charge and spin) in eV: 6.453

Element x y z (Å)
C1 -2.65 1.24 1.39
C2 -2.45 0.04 0.99
C3 -0.24 0.50 0.59
C4 -2.76 -1.33 0.63
C5 2.05 1.50 -0.95
C6 0.44 -1.13 -1.70
C7 2.43 -1.13 0.55
N1 -1.63 2.17 1.49
N2 -0.40 1.74 1.02
Si1 1.20 -0.06 -0.37
H1 -3.57 1.84 1.67
H2 -2.25 -2.10 1.23
H3 -3.76 -1.62 0.52
H4 -2.32 -1.46 -0.40
H5 2.26 1.32 -2.10
H6 1.52 2.50 -1.01
H7 2.99 1.73 -0.57
H8 0.22 -2.03 -1.23
H9 -0.48 -0.63 -2.14
H10 1.17 -1.40 -2.61
H11 2.93 -1.80 -0.25
H12 3.12 -0.44 1.02
H13 1.92 -1.82 1.31
H14 0.28 2.39 0.92

# 5
DFT (ωB97M-V/def2-TZVPD) results for the ion C7H14N3 with charge +1 in a non-equilibrium geometry.

Output
Energy in eV: -11944.8293
Net charge: +1
HOMO-LUMO gap in eV: 9.1
Relative energy (zero: lowest compared OMol25 entry of this formula, charge and spin) in eV: 6.090

Element x y z (Å)
C1 -0.83 -1.46 0.53
C2 -2.10 -1.05 0.62
C3 2.69 -0.55 0.49
C4 2.38 0.74 -0.20
C5 1.23 0.02 0.48
C6 0.14 -0.69 -0.25
C7 -1.01 1.79 0.34
N1 -1.28 0.77 -0.64
N2 0.63 -1.17 -1.47
N3 -2.44 0.14 -0.33
H1 -0.50 -2.34 1.06
H2 -3.03 -1.31 1.11
H3 2.66 -1.28 -0.27
H4 3.17 -0.70 1.44
H5 2.69 1.59 0.24
H6 2.49 0.83 -1.24
H7 1.02 0.44 1.41
H8 -1.80 2.35 0.65
H9 -0.59 1.32 1.26
H10 -0.22 2.40 -0.11
H11 -0.17 -1.68 -1.96
H12 1.16 -0.59 -2.09
H13 -3.03 -0.24 -1.22
H14 -3.24 0.69 0.15

# 6
DFT (ωB97M-V/def2-TZVPD) results for a cluster of 2 separate species, C7H14N3 in total in a non-equilibrium geometry.

Output
Energy in eV: -11941.3195
Expectation value of S²: 2.01
Net charge: +1
HOMO-LUMO gap (alpha / beta) in eV: 8.7 / 6.6
Multiplicity: 3
Relative energy (zero: lowest compared OMol25 entry of this formula, charge and spin) in eV: 3.642

Element x y z (Å)
C1 2.64 1.16 0.04
C2 1.64 0.65 -0.41
C3 -0.85 -1.19 -0.09
C4 3.49 2.07 0.71
C5 -2.27 2.17 -0.10
C6 0.48 -3.10 -0.27
C7 -1.73 0.95 0.72
N1 -0.91 0.05 -0.10
N2 0.13 -1.82 -0.84
N3 0.87 -0.99 -1.59
H1 -1.57 -1.84 0.43
H2 3.87 2.79 -0.09
H3 2.97 2.46 1.62
H4 4.33 1.52 1.08
H5 -2.89 1.85 -0.81
H6 -2.64 2.86 0.66
H7 -1.49 2.74 -0.75
H8 -0.41 -3.79 -0.13
H9 1.27 -3.60 -0.95
H10 1.06 -3.00 0.68
H11 -2.46 0.24 1.21
H12 -0.99 1.38 1.44
H13 -0.02 0.52 -0.49
H14 1.77 -1.28 -2.03

# 7
DFT (ωB97M-V/def2-TZVPD) results for the ion C7H14N3O5 with charge -1 in a non-equilibrium geometry.

Output
Energy in eV: -22190.7256
Net charge: -1
HOMO-LUMO gap in eV: 7.4
Relative energy (zero: lowest compared OMol25 entry of this formula, charge and spin) in eV: 1.431

Element x y z (Å)
C1 -3.27 0.50 -1.31
C2 -2.29 1.43 -0.53
O1 -0.91 0.98 -0.67
N1 -0.65 -0.19 0.20
N2 -0.66 -1.34 -0.53
C3 -1.61 -2.22 0.16
C4 0.42 0.17 1.08
O2 -0.18 0.64 2.31
O3 1.33 -0.85 1.31
C5 1.81 0.49 0.75
N3 2.70 1.03 1.74
C6 2.29 0.48 -0.70
C7 3.80 -0.10 -0.83
O4 4.53 0.40 -0.01
O5 3.97 -0.80 -1.78
H1 -2.49 -0.02 -2.03
H2 -3.84 -0.14 -0.76
H3 -3.95 1.09 -1.85
H4 -2.57 1.62 0.55
H5 -2.29 2.43 -0.95
H6 0.34 -1.58 -0.33
H7 -1.21 -2.63 1.06
H8 -2.68 -1.78 0.20
H9 -1.81 -3.12 -0.54
H10 -1.06 0.38 2.02
H11 3.62 0.96 1.30
H12 2.57 0.74 2.69
H13 1.68 -0.09 -1.42
H14 2.39 1.53 -1.14

# 8
DFT (ωB97M-V/def2-TZVPD) results for a cluster of 2 separate species, C7H14N4O in total in a non-equilibrium geometry.

Output
Energy in eV: -15489.2501
HOMO-LUMO gap in eV: 8.4
Relative energy (zero: lowest compared OMol25 entry of this formula, charge and spin) in eV: 5.295

Element x y z (Å)
H1 0.18 -0.51 -1.47
N1 -0.02 -1.14 -0.66
C1 0.93 -1.13 0.19
N2 2.10 -0.46 0.12
C2 3.26 -0.38 1.01
C3 3.90 0.60 0.00
C4 2.63 0.45 -0.88
H2 0.84 -1.75 1.11
H3 3.80 -1.33 1.15
H4 3.05 0.06 2.00
H5 4.82 0.24 -0.47
H6 4.07 1.61 0.38
H7 2.05 1.37 -1.02
H8 2.80 -0.01 -1.87
C5 -2.27 -0.95 -0.67
N3 -1.78 0.20 -0.93
C6 -2.51 1.32 -0.39
C7 -3.32 0.91 0.83
O1 -4.19 -0.15 0.46
N4 -3.49 -1.23 -0.06
H9 -1.80 -1.89 -1.00
H10 -1.78 2.11 -0.13
H11 -3.17 1.73 -1.16
H12 -2.67 0.59 1.65
H13 -3.98 1.72 1.19
H14 -3.46 -1.98 0.63

# 9
DFT (ωB97M-V/def2-TZVPD) results for the ion C7H14N5O with charge +1 in a non-equilibrium geometry.

Output
Energy in eV: -16973.3199
Net charge: +1
HOMO-LUMO gap in eV: 8.5
Relative energy (zero: lowest compared OMol25 entry of this formula, charge and spin) in eV: 2.803

Element x y z (Å)
C1 -1.99 -2.11 -0.58
C2 -1.24 -1.03 0.12
C3 0.04 -1.07 0.57
N1 1.02 -1.84 0.23
N2 2.17 -1.46 -0.08
N3 2.43 -0.15 -0.26
C4 3.71 0.24 0.32
C5 1.43 0.87 -0.25
O1 0.67 1.12 -1.29
N4 0.41 0.40 0.95
C6 -0.86 1.16 0.81
N5 -1.83 0.15 0.23
C7 -3.02 0.69 -0.42
H1 -1.34 -2.79 -1.05
H2 -2.69 -1.60 -1.23
H3 -2.57 -2.67 0.25
H4 3.52 0.71 1.28
H5 4.27 -0.59 0.42
H6 4.21 0.99 -0.29
H7 1.80 1.79 0.24
H8 0.87 0.62 -2.05
H9 0.78 0.35 1.83
H10 -0.71 1.97 0.09
H11 -1.05 1.68 1.75
H12 -3.21 1.51 0.28
H13 -2.89 1.05 -1.51
H14 -3.91 0.02 -0.37

# 10
DFT (ωB97M-V/def2-TZVPD) results for the ion C7H14NO with charge +1.

Output
Energy in eV: -11015.8121
Net charge: +1
HOMO-LUMO gap in eV: 10.1
Relative energy (zero: lowest compared OMol25 entry of this formula, charge and spin) in eV: 2.008

Element x y z (Å)
C1 -1.83 -0.43 -2.89
C2 -1.05 -0.05 -1.88
C3 -0.94 -0.82 -0.59
C4 0.47 -0.86 0.02
C5 0.41 -1.15 1.52
O1 -0.09 -0.07 2.27
C6 0.65 1.12 2.10
C7 0.59 1.56 0.65
N1 1.21 0.45 -0.15
H1 -2.68 -1.09 -2.70
H2 -1.65 -0.13 -3.91
H3 -0.50 0.88 -2.00
H4 -1.65 -0.50 0.18
H5 -1.18 -1.86 -0.81
H6 1.08 -1.62 -0.46
H7 1.38 -1.51 1.90
H8 -0.30 -1.96 1.66
H9 1.69 0.98 2.42
H10 0.18 1.87 2.74
H11 -0.44 1.71 0.33
H12 1.17 2.47 0.49
H13 1.33 0.69 -1.13
H14 2.15 0.32 0.23

# 11
DFT (ωB97M-V/def2-TZVPD) results for the ion C7H14NO with charge +1 in a non-equilibrium geometry.

Output
Energy in eV: -11014.8473
Net charge: +1
HOMO-LUMO gap in eV: 9.9
Relative energy (zero: lowest compared OMol25 entry of this formula, charge and spin) in eV: 2.973

Element x y z (Å)
C1 0.80 -1.83 0.74
N1 1.01 -0.37 0.42
C2 1.97 -0.02 -0.71
C3 -0.23 0.47 0.24
C4 0.11 1.83 0.71
C5 -1.04 0.35 -1.30
C6 -2.34 -0.18 -0.89
C7 -2.37 -0.37 0.39
O1 -1.16 -0.20 1.03
H1 0.12 -2.39 -0.02
H2 1.79 -2.23 0.62
H3 0.53 -1.77 1.73
H4 1.49 -0.05 1.32
H5 2.63 -0.89 -0.73
H6 1.40 0.01 -1.59
H7 2.68 0.86 -0.43
H8 -0.78 2.43 0.79
H9 0.75 2.50 0.13
H10 0.53 1.88 1.67
H11 -0.66 -0.39 -2.01
H12 -1.03 1.34 -1.60
H13 -3.14 -0.33 -1.63
H14 -3.08 -0.65 1.12

# 12
DFT (ωB97M-V/def2-TZVPD) results for a cluster of 2 separate species, C7H14NO2 in total in a non-equilibrium geometry.

Output
Energy in eV: -13061.9882
Net charge: +1
HOMO-LUMO gap in eV: 9.4
Relative energy (zero: lowest compared OMol25 entry of this formula, charge and spin) in eV: 2.865

Element x y z (Å)
C1 4.47 -0.28 0.68
C2 0.60 -2.38 1.53
C3 -3.53 1.56 -1.75
C4 1.57 -2.28 0.31
C5 -3.14 1.86 -0.29
C6 2.12 -0.92 0.32
C7 -0.83 1.71 -0.75
N1 3.33 -0.66 0.51
O1 0.28 1.31 -0.49
O2 -1.89 1.20 -0.12
H1 5.19 -0.14 -0.20
H2 1.09 -2.44 2.49
H3 0.02 -3.28 1.54
H4 -0.11 -1.53 1.54
H5 -2.77 2.01 -2.45
H6 -3.59 0.53 -1.68
H7 -4.50 2.12 -2.05
H8 0.91 -2.40 -0.52
H9 2.48 -2.92 0.27
H10 -3.94 1.48 0.42
H11 -2.91 2.82 -0.08
H12 1.41 -0.11 0.48
H13 -1.03 2.62 -1.33
H14 4.77 0.12 1.63